Density functional theory data (ωB97M-V/def2-TZVPD) for a molecular structure, C35H44N2O2P3Tl at a distorted geometry.

Properties
Kohn-Sham gap (alpha / beta)	4.36 / 5.26	eV
HOMO (alpha / beta)	-5.54 / -5.60	eV
ΔE to the lowest compared entry with this formula, charge and spin	13.1	kcal/mol
calculated total energy	-2816.46539	Ha

Geometry (Å):
C  -0.446  3.897  -3.430
C  -0.469  2.534  -2.989
N  0.546  2.061  -2.187
C  1.406  2.925  -1.656
C  1.393  4.300  -1.959
C  0.473  4.777  -2.893
C  -1.566  1.721  -3.342
P  -1.911  0.155  -2.607
Tl  0.282  -0.603  -1.110
P  2.759  0.626  -0.735
C  2.423  2.438  -0.633
C  -0.351  -3.662  -1.778
C  -1.194  -4.333  -0.754
C  -0.726  -5.390  -0.018
C  0.587  -5.878  -0.187
C  1.415  -5.329  -1.191
C  0.986  -4.299  -1.984
O  -0.043  0.438  -6.998
O  3.357  -0.920  -4.611
H  -1.211  4.198  -4.145
H  2.120  4.940  -1.462
H  0.477  5.825  -3.181
C  -3.420  0.448  -1.597
C  -2.493  -0.897  -3.994
H  3.377  2.968  -0.777
H  2.060  2.658  0.385
H  -0.156  0.364  -7.943
H  -2.166  2.071  -4.187
C  3.712  0.349  0.797
C  4.083  0.654  -1.990
H  -2.201  -3.939  -0.600
H  -1.372  -5.877  0.715
H  0.953  -6.691  0.443
H  2.415  -5.758  -1.325
H  1.616  -3.895  -2.784
H  -0.266  -2.552  -1.573
H  2.459  -0.996  -4.979
H  3.620  -1.811  -4.401
H  0.811  0.896  -6.918
H  -0.875  -3.372  -2.688
H  -4.302  0.035  -2.109
H  -3.289  -0.021  -0.612
H  -3.538  1.532  -1.462
H  -3.489  -0.557  -4.313
H  -1.784  -0.820  -4.830
H  -2.553  -1.940  -3.651
H  4.871  1.352  -1.674
H  4.492  -0.358  -2.094
H  3.668  0.944  -2.960
H  4.723  0.765  0.690
H  3.209  0.802  1.660
H  3.781  -0.736  0.954
N  -0.651  0.695  0.575
P  -0.711  0.426  2.127
C  0.638  1.217  3.054
C  1.330  0.571  4.086
C  2.396  1.223  4.712
C  2.753  2.518  4.332
C  2.039  3.176  3.325
C  0.974  2.531  2.692
C  -2.200  1.263  2.726
C  -2.575  1.228  4.077
C  -3.732  1.900  4.482
C  -4.498  2.608  3.549
C  -4.096  2.673  2.209
C  -2.925  2.019  1.799
C  -0.756  -1.300  2.665
C  -1.931  -1.868  3.181
C  -1.932  -3.205  3.582
C  -0.789  -3.992  3.410
C  0.357  -3.449  2.823
C  0.380  -2.104  2.453
H  1.037  -0.430  4.404
H  2.945  0.710  5.503
H  3.586  3.021  4.823
H  2.303  4.193  3.031
H  0.402  3.040  1.911
H  -1.971  0.678  4.801
H  -4.035  1.864  5.529
H  -5.409  3.118  3.868
H  -4.682  3.231  1.479
H  -2.565  2.083  0.770
H  -2.831  -1.260  3.284
H  -2.831  -3.632  4.030
H  -0.794  -5.037  3.723
H  1.237  -4.070  2.647
H  1.283  -1.678  2.005

Population analysis type Löwdin, resulting atomic charges in e: number 1, C, carries -0.0628; number 2, C, carries -0.3824; number 3, N, carries 0.0471; number 4, C, carries -0.3638; number 5, C, carries -0.0839; number 6, C, carries -0.1010; number 7, C, carries -0.3201; number 8, P, carries 0.7548; number 9, Tl, carries 0.6193; number 10, P, carries 0.7859; number 11, C, carries -0.2850; number 12, C, carries -0.2605; number 13, C, carries -0.0607; number 14, C, carries -0.1202; number 15, C, carries -0.0984; number 16, C, carries -0.1153; number 17, C, carries -0.0746; number 18, O, carries -0.0611; number 19, O, carries -0.0532; number 20, H, carries 0.0997; number 21, H, carries 0.0928; number 22, H, carries 0.0983; number 23, C, carries -0.2608; number 24, C, carries -0.2677; number 25, H, carries 0.0931; number 26, H, carries 0.0622; number 27, H, carries 0.0231; number 28, H, carries 0.0608; number 29, C, carries -0.2540; number 30, C, carries -0.2757; number 31, H, carries 0.1101; number 32, H, carries 0.1034; number 33, H, carries 0.0974; number 34, H, carries 0.1041; number 35, H, carries 0.0999; number 36, H, carries -0.0966; number 37, H, carries 0.0482; number 38, H, carries 0.0275; number 39, H, carries 0.0427; number 40, H, carries 0.1023; number 41, H, carries 0.0365; number 42, H, carries 0.0165; number 43, H, carries 0.0418; number 44, H, carries 0.0443; number 45, H, carries 0.0362; number 46, H, carries 0.0216; number 47, H, carries 0.0492; number 48, H, carries 0.0391; number 49, H, carries 0.0372; number 50, H, carries 0.0503; number 51, H, carries 0.0261; number 52, H, carries 0.0393; number 53, N, carries -0.3518; number 54, P, carries 0.6901; number 55, C, carries -0.2866; number 56, C, carries -0.0862; number 57, C, carries -0.0870; number 58, C, carries -0.0908; number 59, C, carries -0.0852; number 60, C, carries -0.1022; number 61, C, carries -0.2965; number 62, C, carries -0.0945; number 63, C, carries -0.0873; number 64, C, carries -0.0893; number 65, C, carries -0.0738; number 66, C, carries -0.0802; number 67, C, carries -0.2939; number 68, C, carries -0.0713; number 69, C, carries -0.0769; number 70, C, carries -0.0918; number 71, C, carries -0.0844; number 72, C, carries -0.1068; number 73, H, carries 0.1006; number 74, H, carries 0.1026; number 75, H, carries 0.1022; number 76, H, carries 0.1073; number 77, H, carries 0.1113; number 78, H, carries 0.1106; number 79, H, carries 0.1004; number 80, H, carries 0.1005; number 81, H, carries 0.1027; number 82, H, carries 0.0788; number 83, H, carries 0.1019; number 84, H, carries 0.1047; number 85, H, carries 0.1042; number 86, H, carries 0.1068; number 87, H, carries 0.0982